No. 1
C10H37CaN10O9 | the ωB97M-V functional and the def2-TZVPD basis

The value obtained for the HOMO energy is -11.108 eV. The spin multiplicity is 1. The total charge is +1. The calculation puts the energy above the lowest of the compared OMol25 structures with the same formula, charge and spin at 0.0 kJ/mol.

Each line ends with the Mulliken charge.
CARTESIAN COORDINATES (ANGSTROEM)
1 Ca 1.46 1.05 -3.37  1.54
2 C -0.98 0.17 -0.32  -1.28
3 C 0.53 0.04 -0.34  1.11
4 O 1.12 -0.41 -1.54  -0.59
5 H -1.26 0.89 0.45  0.34
6 H -1.43 -0.81 -0.16  0.50
7 H -1.30 0.59 -1.28  0.16
8 H 0.77 -0.71 0.43  -0.14
9 H 1.02 0.98 -0.03  -0.38
10 C 2.95 -3.37 0.17  -0.47
11 O 3.27 -2.35 -0.76  -0.69
12 H 3.47 -4.29 -0.10  0.33
13 H 3.37 -3.14 1.15  0.18
14 H 1.88 -3.58 0.12  0.16
15 H 2.55 -1.70 -0.78  0.28
16 C -4.75 2.37 -0.19  -0.15
17 O -5.64 1.32 -0.49  -0.56
18 H -4.82 3.21 -0.89  0.28
19 H -4.95 2.73 0.83  0.33
20 H -3.74 1.98 -0.23  -0.18
21 H -6.54 1.55 -0.24  0.30
22 C 2.10 3.26 2.19  -0.30
23 O 0.83 3.02 2.79  -0.57
24 H 2.37 4.31 2.15  0.43
25 H 2.90 2.64 2.57  0.17
26 H 1.87 2.96 1.15  -0.14
27 H 0.77 2.09 3.08  0.41
28 C -0.68 3.47 -1.99  0.64
29 O 0.09 2.65 -2.58  -0.68
30 N -1.51 4.30 -2.65  -0.39
31 N -0.71 3.52 -0.64  -0.13
32 H -1.47 4.28 -3.65  0.24
33 H -2.09 4.88 -2.08  0.18
34 H -0.14 2.92 -0.07  -0.03
35 H -1.32 4.20 -0.22  0.19
36 C -4.77 -2.47 -0.19  0.62
37 O -4.97 -3.68 -0.07  -0.66
38 N -5.37 -1.52 0.57  -0.30
39 N -3.91 -1.98 -1.14  -0.29
40 H -5.19 -0.54 0.44  0.16
41 H -6.01 -1.79 1.30  0.19
42 H -3.49 -2.65 -1.75  0.14
43 H -3.84 -0.98 -1.18  0.11
44 C 1.39 -0.49 3.61  0.73
45 O 0.61 0.43 3.88  -0.78
46 N 2.74 -0.34 3.77  -0.34
47 N 0.99 -1.71 3.19  -0.41
48 H 3.32 -1.16 3.84  0.17
49 H 3.10 0.54 4.07  0.21
50 H 1.69 -2.32 2.80  0.14
51 H 0.02 -1.82 2.97  0.24
52 C 5.35 0.96 0.32  0.58
53 O 6.41 0.64 0.87  -0.64
54 N 4.84 2.22 0.24  -0.27
55 N 4.43 0.08 -0.14  -0.08
56 H 5.24 3.08 0.56  0.21
57 H 3.95 2.38 -0.19  0.03
58 H 4.63 -0.91 -0.13  0.12
59 H 3.58 0.54 -0.38  0.08
60 C -0.91 -4.33 -2.28  0.60
61 O -1.46 -5.35 -1.87  -0.63
62 N -0.36 -3.38 -1.48  -0.11
63 N -0.68 -4.15 -3.62  -0.37
64 H 0.13 -2.59 -1.85  -0.01
65 H -0.43 -3.51 -0.49  0.15
66 H -0.08 -3.39 -3.89  0.11
67 H -0.91 -4.86 -4.28  0.21


No. 2
C10H37O11P | the ωB97M-V functional and the def2-TZVPD basis

The value obtained for the HOMO energy is -9.570 eV. The spin multiplicity is 1. The total charge is 0. The calculation puts the energy above the lowest of the compared OMol25 structures with the same formula, charge and spin at 0.0 kJ/mol.

Each line ends with the Mulliken charge.
CARTESIAN COORDINATES (ANGSTROEM)
1 C 5.36 -2.63 3.48  -0.73
2 O 4.50 -1.94 2.57  -0.28
3 P 4.45 -2.30 1.04  0.93
4 O 4.43 -3.72 0.79  -0.73
5 O 3.18 -1.40 0.60  -0.10
6 C 1.80 -1.73 0.73  -0.74
7 O 5.63 -1.55 0.31  -0.34
8 C 5.92 -0.16 0.54  -0.60
9 H 5.54 -3.64 3.12  0.37
10 H 4.79 -2.75 4.40  0.24
11 H 6.27 -2.06 3.67  0.25
12 H 1.52 -2.70 1.12  0.36
13 H 1.42 -1.65 -0.29  0.27
14 H 1.34 -0.90 1.28  0.29
15 H 7.00 -0.13 0.65  0.26
16 H 5.46 0.18 1.47  0.33
17 H 5.51 0.46 -0.25  0.22
18 C -2.32 -0.25 -4.08  -0.49
19 O -3.35 0.10 -3.22  -0.58
20 H -2.60 -0.92 -4.90  0.34
21 H -1.80 0.56 -4.62  0.17
22 H -1.53 -0.76 -3.52  0.17
23 H -3.01 0.29 -2.34  0.35
24 C 1.14 3.44 -2.53  -0.53
25 O 0.08 2.83 -3.26  -0.51
26 H 1.14 4.51 -2.73  0.37
27 H 1.10 3.21 -1.46  0.17
28 H 2.10 3.06 -2.87  0.18
29 H -0.51 3.51 -3.57  0.30
30 C -1.44 1.02 -0.19  -0.49
31 O -2.53 0.14 -0.41  -0.36
32 H -0.74 0.73 0.59  0.29
33 H -0.86 1.08 -1.12  0.22
34 H -1.82 2.01 0.09  0.23
35 H -2.33 -0.70 0.02  0.22
36 C -3.42 2.49 3.36  -0.47
37 O -3.40 2.69 4.77  -0.55
38 H -4.22 3.10 2.94  0.26
39 H -2.51 2.78 2.84  0.22
40 H -3.62 1.43 3.16  0.22
41 H -4.30 2.60 5.09  0.31
42 C 2.51 0.07 -3.07  -0.69
43 O 1.14 0.17 -3.35  -0.48
44 H 3.11 0.68 -3.76  0.35
45 H 2.75 0.26 -2.02  0.22
46 H 2.87 -0.94 -3.29  0.28
47 H 0.75 1.04 -3.47  0.31
48 C -2.36 -3.28 1.84  -0.64
49 O -2.21 -2.68 0.56  -0.46
50 H -3.26 -2.98 2.35  0.27
51 H -2.37 -4.37 1.77  0.30
52 H -1.48 -3.01 2.43  0.25
53 H -1.61 -3.25 0.06  0.26
54 C -5.60 1.62 0.69  -0.30
55 O -5.95 0.48 -0.12  -0.55
56 H -4.72 1.40 1.29  -0.05
57 H -5.42 2.42 -0.02  0.28
58 H -6.39 1.88 1.39  0.31
59 H -5.13 0.17 -0.52  0.32


No. 3
C10H39N9O10 | the ωB97M-V functional and the def2-TZVPD basis

The value obtained for the HOMO energy is -8.578 eV. The spin multiplicity is 1. The total charge is 0. The calculation puts the energy above the lowest of the compared OMol25 structures with the same formula, charge and spin at 0.0 kJ/mol.

Each line ends with the Mulliken charge.
CARTESIAN COORDINATES (ANGSTROEM)
1 C -3.65 3.96 -0.80  0.54
2 O -4.48 4.56 -1.47  -0.70
3 N -2.99 4.52 0.25  -0.23
4 N -3.46 2.62 -0.95  -0.03
5 H -3.09 5.51 0.35  0.19
6 H -2.57 3.90 0.92  0.20
7 H -2.78 2.08 -0.45  -0.09
8 H -3.87 2.23 -1.78  0.17
9 C -2.23 -2.02 -0.24  0.53
10 O -2.52 -0.83 -0.14  -0.47
11 N -1.32 -2.49 -1.14  -0.24
12 N -2.66 -2.94 0.70  -0.45
13 H -0.89 -1.81 -1.74  0.08
14 H -1.36 -3.46 -1.37  0.13
15 H -3.18 -2.52 1.44  0.25
16 H -2.04 -3.72 0.80  0.21
17 C 1.36 2.93 2.02  0.60
18 O 0.19 3.21 1.76  -0.62
19 N 2.35 3.83 1.75  -0.50
20 N 1.76 1.76 2.56  -0.17
21 H 2.03 4.65 1.26  0.25
22 H 3.30 3.53 1.64  0.18
23 H 1.15 0.96 2.62  0.07
24 H 2.75 1.61 2.70  0.18
25 C 0.07 2.28 -1.85  0.38
26 O -0.53 3.32 -1.94  -0.63
27 N 0.29 1.56 -0.71  0.21
28 N 0.56 1.64 -2.97  -0.41
29 H 0.93 0.78 -0.66  0.17
30 H 0.05 1.99 0.17  -0.27
31 H 0.92 0.72 -2.83  0.19
32 H 0.26 1.94 -3.88  0.24
33 C 0.93 -3.64 -4.63  -0.82
34 O 1.09 -3.28 -3.27  -0.30
35 C 1.76 -2.03 -3.11  -0.70
36 C 2.26 -2.03 -1.69  -0.13
37 N 2.65 -0.69 -1.22  -0.11
38 C 3.27 -0.67 0.10  -1.25
39 C 2.58 -1.29 1.30  0.53
40 O 2.48 -2.68 1.07  -0.37
41 C 1.67 -3.32 2.02  -0.62
42 H 0.24 -3.00 -5.17  0.30
43 H 0.62 -4.69 -4.64  0.27
44 H 1.92 -3.68 -5.10  0.34
45 H 1.01 -1.24 -3.25  0.14
46 H 2.53 -1.88 -3.87  0.55
47 H 3.05 -2.77 -1.51  0.29
48 H 1.47 -2.36 -1.02  0.04
49 H 3.36 -0.24 -1.79  0.24
50 H 3.49 0.38 0.35  0.43
51 H 4.31 -1.05 0.09  0.49
52 H 1.56 -0.87 1.34  -0.55
53 H 3.08 -1.01 2.23  0.63
54 H 2.09 -3.22 3.03  0.32
55 H 1.60 -4.38 1.77  0.27
56 H 0.66 -2.88 2.05  0.13
57 O -0.59 -1.03 4.54  -0.67
58 H 0.32 -1.36 4.51  0.30
59 H -0.72 -0.59 3.68  0.40
60 O -2.49 2.28 2.35  -0.58
61 H -1.75 2.83 2.65  0.25
62 H -2.94 1.98 3.15  0.25
63 O -4.76 0.48 1.02  -0.69
64 H -4.30 -0.19 0.51  0.38
65 H -4.09 1.15 1.17  0.27
66 O -0.61 0.20 2.03  -0.12
67 H -0.91 -0.46 1.39  -0.02
68 H -1.22 0.95 1.91  0.16


No. 4
C10H40BO23 | the ωB97M-V functional and the def2-TZVPD basis

The value obtained for the HOMO energy is 2.292 eV. The spin multiplicity is 1. The total charge is -3.

Each line ends with the Mulliken charge.
CARTESIAN COORDINATES (ANGSTROEM)
1 O 3.74 -1.35 -0.58  -0.79
2 C 2.58 -1.10 -0.41  0.47
3 O 1.77 -1.62 0.47  -0.95
4 B 0.48 -0.95 0.52  1.94
5 O 0.50 -0.11 -0.74  -0.08
6 C 1.70 -0.12 -1.24  0.36
7 O 2.05 0.39 -2.26  -0.49
8 O 0.34 -0.19 1.78  0.66
9 C -0.69 -0.64 2.45  0.65
10 O -1.15 -0.25 3.48  -0.75
11 C -1.39 -1.72 1.58  0.47
12 O -0.65 -1.88 0.47  -1.27
13 O -2.39 -2.29 1.86  -0.66
14 C 2.98 5.22 -0.24  -1.89
15 C 2.09 3.99 0.04  1.07
16 C 2.90 2.77 0.53  -0.85
17 O 1.05 4.37 0.86  -0.92
18 H 3.48 5.40 0.73  0.38
19 H 2.39 6.13 -0.37  0.46
20 H 3.77 5.03 -0.98  0.35
21 H 1.57 3.77 -0.91  -0.17
22 H 3.68 2.54 -0.22  0.23
23 H 2.32 1.85 0.52  -0.10
24 H 3.35 2.96 1.50  0.40
25 C -5.22 2.00 -1.11  -1.30
26 C -4.55 2.36 0.21  0.43
27 C -4.02 1.07 0.92  -0.21
28 O -3.61 3.31 0.02  -0.86
29 H -4.50 1.70 -1.88  0.08
30 H -5.81 2.86 -1.41  0.47
31 H -5.87 1.11 -1.00  0.23
32 H -5.36 2.72 0.89  0.07
33 H -3.44 1.31 1.82  0.23
34 H -3.29 0.58 0.27  -0.38
35 H -4.84 0.38 1.15  0.37
36 O -0.74 2.58 -0.82  -0.49
37 H -0.02 1.95 -0.80  0.08
38 H -1.18 2.43 -1.67  0.24
39 O 1.73 -1.39 -5.24  -0.67
40 H 1.16 -1.24 -4.46  0.33
41 H 1.17 -1.87 -5.86  0.28
42 O 5.56 -2.05 -2.53  -0.71
43 H 4.77 -1.61 -2.15  0.49
44 H 5.39 -2.04 -3.48  0.29
45 O -5.08 -2.57 0.72  -0.66
46 H -4.25 -2.07 0.68  0.28
47 H -5.37 -2.47 1.63  0.34
48 O -3.58 -5.08 0.80  -0.67
49 H -3.42 -4.13 0.93  0.40
50 H -4.32 -5.27 1.39  0.27
51 O 5.85 -4.18 -0.60  -0.66
52 H 5.21 -4.71 -1.08  0.29
53 H 5.80 -3.31 -1.03  0.38
54 O 2.71 0.72 3.59  -0.60
55 H 3.32 0.91 2.87  0.31
56 H 2.63 -0.24 3.60  0.29
57 O -1.40 2.62 2.78  -0.58
58 H -1.81 2.44 3.63  0.27
59 H -0.98 1.79 2.55  0.13
60 O 3.92 0.03 -4.41  -0.64
61 H 3.41 0.73 -3.98  0.29
62 H 3.25 -0.53 -4.83  0.41
63 O -2.43 -0.41 -1.82  -0.59
64 H -1.93 -0.97 -1.21  0.16
65 H -3.33 -0.75 -1.78  0.29
66 O 0.16 -2.69 -2.59  -0.76
67 H -0.58 -2.29 -3.06  0.27
68 H 0.39 -2.05 -1.91  0.27
69 O 1.44 -4.05 1.90  -0.68
70 H 1.07 -3.62 1.11  0.31
71 H 2.39 -4.03 1.75  0.30
72 O -2.68 -0.78 5.67  -0.70
73 H -2.29 -0.76 4.76  0.52
74 H -1.93 -0.63 6.25  0.27


No. 5
C10H40ClN20O14 | the ωB97M-V functional and the def2-TZVPD basis

The value obtained for the HOMO energy is -7.067 eV. The spin multiplicity is 1. The total charge is -1. The calculation puts the energy above the lowest of the compared OMol25 structures with the same formula, charge and spin at 508.7 kJ/mol.

Each line ends with the Mulliken charge.
CARTESIAN COORDINATES (ANGSTROEM)
1 Cl 9.00 -11.97 -41.57  1.25
2 O 9.37 -11.79 -42.98  -0.73
3 O 9.24 -10.74 -40.88  -0.14
4 O 7.64 -12.43 -41.56  -0.74
5 O 9.80 -13.01 -40.99  -0.69
6 C 5.08 -9.87 -40.67  0.56
7 O 4.16 -9.10 -40.38  -0.77
8 N 6.27 -9.57 -40.91  0.00
9 N 4.93 -11.16 -40.85  -0.22
10 H 6.85 -10.36 -41.17  0.04
11 H 6.55 -8.62 -40.75  0.15
12 H 4.00 -11.55 -40.72  0.17
13 H 5.74 -11.69 -41.14  0.23
14 C 13.57 -12.46 -42.01  0.38
15 O 13.21 -11.45 -42.57  -0.58
16 N 14.80 -12.91 -42.04  -0.43
17 N 12.78 -13.30 -41.45  -0.07
18 H 15.08 -13.86 -41.82  0.19
19 H 15.40 -12.29 -42.56  0.25
20 H 11.78 -13.23 -41.63  -0.01
21 H 13.15 -13.83 -40.68  0.19
22 C 12.48 -9.52 -45.54  0.48
23 O 11.80 -9.17 -46.50  -0.74
24 N 12.08 -10.40 -44.70  -0.15
25 N 13.54 -8.92 -45.01  -0.31
26 H 12.76 -10.72 -44.03  0.36
27 H 11.24 -10.92 -44.95  0.14
28 H 14.03 -9.10 -44.14  0.11
29 H 13.99 -8.07 -45.32  0.22
30 C 9.19 -16.64 -43.42  0.66
31 O 8.92 -16.36 -44.54  -0.76
32 N 9.58 -17.76 -43.05  -0.40
33 N 9.22 -15.71 -42.50  -0.13
34 H 9.61 -17.96 -42.06  0.17
35 H 9.58 -18.44 -43.80  0.26
36 H 9.14 -14.75 -42.81  -0.05
37 H 9.28 -15.92 -41.52  0.17
38 C 7.78 -12.48 -37.29  0.71
39 O 8.77 -13.15 -37.27  -0.69
40 N 7.20 -12.01 -38.40  -0.31
41 N 7.12 -12.05 -36.27  -0.45
42 H 6.21 -11.83 -38.27  0.19
43 H 7.71 -11.89 -39.27  0.10
44 H 7.54 -12.34 -35.39  0.24
45 H 6.36 -11.41 -36.41  0.16
46 C 9.37 -8.36 -37.29  0.38
47 O 9.36 -7.29 -36.69  -0.78
48 N 9.53 -9.48 -36.79  0.02
49 N 9.00 -8.41 -38.55  -0.24
50 H 9.30 -10.32 -37.30  -0.15
51 H 9.58 -9.64 -35.80  0.26
52 H 8.97 -7.51 -39.01  0.30
53 H 9.34 -9.24 -39.01  0.06
54 C 11.98 -7.72 -41.41  0.65
55 O 11.14 -6.82 -41.15  -0.77
56 N 11.64 -8.94 -41.19  0.29
57 N 13.24 -7.38 -41.71  -0.44
58 H 12.27 -9.69 -41.40  -0.13
59 H 10.65 -9.06 -40.99  -0.09
60 H 13.36 -6.41 -41.97  0.28
61 H 13.77 -8.05 -42.26  0.18
62 C 12.46 -11.30 -38.07  0.70
63 O 13.34 -10.79 -38.76  -0.67
64 N 11.71 -12.30 -38.37  -0.27
65 N 12.25 -10.94 -36.82  -0.40
66 H 11.58 -12.42 -39.37  0.02
67 H 10.93 -12.62 -37.83  0.27
68 H 12.71 -10.12 -36.44  0.24
69 H 11.47 -11.42 -36.39  0.19
70 C 6.27 -13.79 -44.96  0.76
71 O 5.57 -14.36 -44.11  -0.73
72 N 6.89 -12.67 -44.69  -0.27
73 N 6.65 -14.28 -46.07  -0.37
74 H 7.41 -12.21 -45.43  0.16
75 H 7.04 -12.42 -43.73  0.05
76 H 6.25 -15.20 -46.18  0.22
77 H 6.94 -13.66 -46.82  0.20
78 C 11.85 -14.32 -45.70  0.59
79 O 12.30 -15.34 -46.17  -0.75
80 N 10.71 -14.26 -45.03  -0.03
81 N 12.49 -13.20 -45.69  -0.19
82 H 10.38 -13.42 -44.59  0.07
83 H 10.18 -15.13 -45.03  0.10
84 H 13.37 -13.27 -46.17  0.21
85 H 12.16 -12.34 -45.27  0.08


No. 6
C10H40N14O10 | the ωB97M-V functional and the def2-TZVPD basis

The value obtained for the HOMO energy is -8.013 eV. The spin multiplicity is 1. The total charge is 0. The calculation puts the energy above the lowest of the compared OMol25 structures with the same formula, charge and spin at 604.3 kJ/mol.

Each line ends with the Mulliken charge.
CARTESIAN COORDINATES (ANGSTROEM)
1 C -3.78 -0.47 -2.28  -0.64
2 O -2.82 -0.97 -3.25  -0.52
3 H -4.71 -0.98 -2.53  0.41
4 H -3.47 -0.80 -1.29  0.22
5 H -3.94 0.58 -2.50  0.18
6 H -1.98 -0.49 -3.24  0.40
7 C -0.58 -0.27 0.71  -0.01
8 O 0.54 0.28 0.01  -0.68
9 H -0.97 0.53 1.34  0.29
10 H -1.45 -0.51 0.09  -0.03
11 H -0.24 -0.97 1.47  -0.08
12 H 1.19 -0.37 -0.27  0.09
13 C -4.29 1.05 1.63  -0.71
14 O -3.86 1.40 0.36  -0.27
15 H -3.36 1.03 2.19  0.24
16 H -5.01 1.82 1.91  0.31
17 H -4.77 0.07 1.64  0.29
18 H -4.63 1.48 -0.22  0.20
19 C 0.06 -3.18 -2.51  0.62
20 O 1.23 -3.34 -2.74  -0.68
21 N -0.51 -2.90 -1.37  -0.09
22 N -0.75 -3.19 -3.56  -0.37
23 H 0.00 -2.78 -0.51  0.00
24 H -1.52 -2.84 -1.39  0.14
25 H -1.75 -3.08 -3.56  0.14
26 H -0.32 -3.60 -4.37  0.22
27 C -1.81 4.99 0.63  0.68
28 O -1.11 5.19 -0.31  -0.66
29 N -2.42 5.88 1.37  -0.41
30 N -2.13 3.79 1.03  -0.21
31 H -3.04 5.46 2.04  0.13
32 H -2.44 6.87 1.18  0.23
33 H -2.06 2.88 0.59  0.10
34 H -2.69 3.69 1.86  0.19
35 C 4.26 -3.32 -0.22  0.51
36 O 4.75 -4.23 0.37  -0.75
37 N 3.13 -2.77 0.04  -0.03
38 N 4.73 -2.85 -1.34  -0.33
39 H 2.52 -3.01 0.81  0.21
40 H 2.82 -2.02 -0.56  0.34
41 H 5.57 -3.30 -1.68  0.19
42 H 4.18 -2.15 -1.82  0.28
43 C 3.26 0.55 -2.40  0.47
44 O 3.17 -0.55 -1.94  -0.58
45 N 2.36 1.51 -2.18  -0.21
46 N 4.08 0.91 -3.31  -0.42
47 H 1.49 1.30 -1.70  0.05
48 H 2.42 2.47 -2.49  0.20
49 H 4.03 1.84 -3.70  0.13
50 H 4.72 0.29 -3.78  0.24
51 C 0.80 -3.32 2.98  0.41
52 O 1.32 -3.48 1.87  -0.75
53 N 1.33 -3.56 4.14  -0.32
54 N -0.44 -3.10 3.20  -0.32
55 H 2.33 -3.68 4.18  0.26
56 H 0.82 -3.49 5.02  0.13
57 H -0.80 -3.09 4.14  0.12
58 H -1.13 -3.28 2.48  0.26
59 C 2.01 0.26 4.54  0.74
60 O 1.97 -0.39 5.56  -0.67
61 N 2.13 -0.20 3.34  -0.18
62 N 1.81 1.60 4.52  -0.43
63 H 1.95 0.44 2.58  0.05
64 H 2.30 -1.17 3.13  0.10
65 H 1.54 1.92 5.44  0.23
66 H 1.68 2.07 3.64  0.18
67 C -1.04 2.20 -2.63  0.78
68 O -1.02 1.23 -3.33  -0.80
69 N -1.44 3.35 -3.02  -0.38
70 N -0.61 2.34 -1.43  0.19
71 H -1.76 3.39 -3.98  0.27
72 H -1.09 4.15 -2.52  0.16
73 H -0.44 3.32 -1.22  0.21
74 H -0.30 1.52 -0.93  -0.25


| no. | orbital gap (eV) |
| --- | --- |
| 1 | 5.69 |
| 2 | 9.92 |
| 3 | 8.63 |
| 4 | 3.04 |
| 5 | 9.13 |
| 6 | 7.86 |